{"formula": "C3H8NO2", "method": "ωB97M-V with the def2-TZVPD basis set", "species": ["N", "C", "C", "C", "O", "O", "H", "H", "H", "H", "H", "H", "H", "H"], "positions_angstrom": [[-1.1900, -0.6511, 1.2156], [-0.9711, -0.3814, -0.3643], [-0.0317, 0.8132, -0.4388], [1.3361, 0.2058, -0.3716], [1.6525, -0.9398, -0.2832], [2.3252, 1.1534, -0.6942], [-2.0343, -0.1504, 1.6577], [-0.2415, -0.5042, 1.7429], [-1.4446, -1.6105, 1.3144], [-1.9098, -0.2635, -0.9295], [-0.3257, -1.3231, -0.8342], [-0.3303, 1.4709, 0.3228], [0.0742, 1.4718, -1.4788], [3.0911, 0.7089, -0.8589]], "atomic_forces_ev_per_a": [[0.4, 1.2, -0.5], [1.3, -1.8, -1.0], [0.3, -0.1, -3.2], [3.6, 2.5, -1.2], [-0.7, -0.8, 0.6], [-5.5, 1.2, 1.4], [1.9, -0.3, -0.8], [-2.3, -0.2, -1.0], [0.1, -1.2, 0.1], [0.1, -0.1, 0.9], [-2.2, 2.1, 1.7], [0.3, 1.4, 1.0], [-1.0, -1.9, 2.6], [3.7, -2.1, -0.6]], "multiplicity": 1, "charge": 1, "smiles": "[NH3+]CCC(=O)O", "homo_energy_ev": -15.1}



{"formula": "C3H8NO2", "method": "ωB97M-V with the def2-TZVPD basis set", "species": ["C", "C", "C", "N", "O", "O", "H", "H", "H", "H", "H", "H", "H", "H"], "positions_angstrom": [[-1.8468, 1.0901, -0.5576], [-0.3149, 0.4052, 0.3807], [1.3313, -1.3360, -0.1390], [1.1306, 0.0956, 0.2222], [-0.7754, 1.6817, 0.2719], [-1.0900, -0.0876, -0.6417], [-2.8522, 1.0061, 0.0074], [-2.0227, 1.5804, -1.4302], [-0.8429, -0.2123, 2.0108], [0.6564, -2.0164, 0.3232], [1.1729, -1.3520, -1.1896], [2.4142, -1.7775, 0.1475], [1.5447, 0.6946, -0.5281], [1.4949, 0.2281, 1.1226]], "atomic_forces_ev_per_a": [[-1.0, -0.3, 3.7], [0.2, 0.8, -4.0], [3.0, -1.4, 0.1], [-1.0, 0.0, -1.4], [-0.3, 0.2, 0.6], [-0.1, -1.6, 0.2], [1.8, -0.1, -0.6], [0.0, 1.4, -2.7], [-0.9, -0.8, 2.5], [-0.9, 0.0, 0.6], [0.1, -0.5, -0.8], [-2.4, 1.7, -0.8], [0.1, -0.2, 1.0], [1.4, 0.9, 1.6]], "s2": 2.0032, "multiplicity": 3, "charge": 1, "homo_energy_ev": [-11.4, -16.8]}



{"formula": "C3H8NO2P", "method": "ωB97M-V with the def2-TZVPD basis set", "species": ["C", "C", "C", "N", "O", "O", "P", "H", "H", "H", "H", "H", "H", "H", "H"], "positions_angstrom": [[-0.1145, 0.9904, 0.1298], [1.3902, 0.7320, 0.3006], [-0.4327, -0.2705, -0.8022], [-1.6805, -0.7182, -0.5969], [0.5205, -1.6930, 1.2140], [2.3969, -2.0430, -0.6421], [1.1446, -0.9738, -0.1131], [-0.5595, 0.8346, 1.1136], [-0.4668, 1.8969, -0.2495], [2.0144, 1.2464, -0.5289], [1.8209, 0.7790, 1.2708], [-0.3135, 0.1487, -1.8569], [-1.7134, -1.3093, 0.2239], [1.0404, -2.5275, 1.1781], [-2.3796, -1.0859, -1.3533]], "atomic_forces_ev_per_a": [[0.9, -2.3, 1.2], [1.2, 1.3, -2.2], [2.1, 3.3, -2.2], [-4.9, -2.9, -0.8], [0.7, -0.3, -0.5], [-5.5, 4.6, 2.0], [4.5, -5.2, -2.3], [-0.3, -0.1, -0.2], [-0.2, 1.4, -0.8], [-0.8, -0.9, 1.6], [0.4, 0.7, 0.7], [0.2, -0.9, 1.1], [-0.4, 0.0, 0.0], [-0.4, 0.3, 0.4], [2.5, 0.9, 1.7]], "multiplicity": 1, "homo_energy_ev": -9.0}



{"formula": "C3H8NO2S", "method": "ωB97M-V with the def2-TZVPD basis set", "species": ["C", "S", "C", "H", "H", "H", "H", "H", "H", "N", "C", "O", "O", "H", "H"], "positions_angstrom": [[1.2170, -1.6969, 0.6571], [1.2322, -2.2732, -1.0574], [0.8821, -0.7003, -1.8869], [0.3023, -1.1367, 0.8326], [2.0761, -1.0624, 0.8663], [1.2692, -2.5817, 1.2922], [0.5306, -0.9444, -2.8877], [0.1030, -0.1796, -1.3263], [1.7838, -0.0911, -1.9433], [-1.9488, 2.4300, 1.0523], [-1.1494, 1.3252, 0.6334], [-1.6641, 0.5772, -0.2326], [-0.0070, 1.2459, 1.1437], [-2.9349, 2.2827, 0.9070], [-1.6920, 2.8054, 1.9497]], "atomic_forces_ev_per_a": [[0.0, -0.2, -0.2], [0.0, 0.0, 0.0], [0.1, -0.2, 0.2], [0.0, 0.1, 0.1], [0.0, 0.1, 0.0], [-0.1, 0.0, 0.0], [0.0, 0.1, 0.0], [-0.1, 0.0, -0.1], [0.0, 0.0, 0.0], [-0.1, 0.2, -0.1], [0.3, -0.2, -0.1], [-0.1, 0.0, 0.1], [-0.1, 0.1, 0.1], [0.0, 0.0, 0.1], [0.0, -0.1, 0.0]], "multiplicity": 1, "charge": -1, "homo_energy_ev": -4.3}



{"formula": "C3H8NO3", "method": "ωB97M-V with the def2-TZVPD basis set", "species": ["C", "C", "C", "N", "O", "O", "O", "H", "H", "H", "H", "H", "H", "H", "H"], "positions_angstrom": [[-2.1259, 0.4074, 0.1256], [-0.5983, 0.4007, 0.0287], [-0.0854, -1.0031, -0.3493], [1.1377, -1.2031, -0.5148], [1.6060, -2.4058, -0.8387], [2.7143, 0.6636, 1.0006], [2.1430, 1.3802, -0.0921], [-2.3292, -0.4225, 0.9012], [-2.6099, 1.2865, 0.6555], [-2.6406, 0.3649, -0.8126], [-0.0165, 0.6925, 0.9130], [-0.2802, 1.1171, -0.7812], [1.7166, 0.6593, -0.6129], [-1.0019, -1.6822, -0.5374], [2.3704, -0.2555, 0.9143]], "atomic_forces_ev_per_a": [[0.0, 0.1, 3.6], [0.8, 0.5, -1.4], [-4.3, 0.7, -0.1], [1.9, -1.5, -0.2], [-0.3, 0.8, 0.1], [0.3, -0.3, 0.6], [0.1, 0.2, -0.3], [-0.4, 0.7, -1.7], [1.0, -0.5, -0.6], [-0.2, -0.8, -0.5], [-0.8, 0.3, 0.1], [-0.3, -0.4, 0.7], [0.4, -0.3, 0.2], [1.9, 0.1, 0.1], [-0.1, 0.4, -0.6]], "multiplicity": 1, "charge": -1, "homo_energy_ev": -3.0}



{"formula": "C3H8NO3S", "method": "ωB97M-V with the def2-TZVPD basis set", "species": ["O", "C", "O", "C", "C", "S", "N", "H", "H", "H", "H", "H", "H", "H", "H", "O"], "positions_angstrom": [[0.3521, -2.4135, -0.9530], [1.0560, -1.6944, -0.2500], [2.1779, -1.8631, 0.2069], [0.3291, -0.2561, -0.0540], [-1.1415, -0.2474, 0.0516], [-1.9164, -0.2441, 1.7508], [0.8442, 0.9015, -0.4817], [0.9387, 0.2199, 0.8374], [-1.5607, -1.1163, -0.4401], [-1.4480, 0.7122, -0.3727], [-0.7569, -0.2622, -2.4645], [-0.8791, -0.1255, -3.1877], [1.7324, 0.7748, -0.9825], [-0.5591, 1.5082, 2.4018], [0.6040, 2.0018, 1.5306], [0.2274, 2.1041, 2.4073]], "atomic_forces_ev_per_a": [[-0.5, 0.3, -0.1], [0.4, -0.8, -0.5], [0.5, 0.8, 0.5], [-1.8, -1.7, -1.4], [-1.1, 1.0, 1.2], [1.0, -0.1, -0.2], [-0.2, 0.2, -0.5], [1.2, 0.5, 0.6], [0.3, 0.1, -0.3], [-0.3, -0.4, -0.5], [-0.1, 0.0, -0.2], [0.1, 0.0, 0.1], [0.7, -0.3, 1.3], [0.1, -0.1, -0.1], [-0.2, 0.3, -0.1], [0.0, 0.0, 0.2]], "multiplicity": 1, "charge": -1, "homo_energy_ev": -3.9}